11
Properties=species:S:1:pos:R:3:forces:R:3:mulliken_charge:R:1 method="wB97M-V/def2-TZVPD" fmax_ev_per_a=0.9 e_homo_ev="-0.15 / -4.19" spin_multiplicity=2 gap_ev="4.24 / 8.20" total_charge=-1 e_tot_ev=-9787.1218 relative_energy_ev=0.017
O 1.653 0.353 1.663 -0.07 0.18 -0.34 -0.6224
C 1.354 1.324 0.954 -0.66 0.03 0.19 -0.1707
N 0.221 1.516 0.189 0.56 -0.54 -0.18 -0.0421
C -0.743 0.610 -0.306 0.00 0.34 0.17 -0.3255
O -0.996 -0.511 0.207 0.03 -0.07 -0.29 -0.6828
H 1.964 2.236 0.931 0.25 0.24 -0.03 0.3073
H 0.246 2.344 -0.388 0.17 0.11 0.22 0.2691
H -1.433 1.183 -0.958 -0.07 -0.29 0.09 0.2663
H -0.913 -3.517 -1.367 0.04 0.21 0.50 0.2814
H -0.489 -2.312 -0.484 -0.75 -0.31 0.48 0.3834
O -0.866 -3.227 -0.441 0.50 0.10 -0.80 -0.6641

11
Properties=species:S:1:pos:R:3:forces:R:3:mulliken_charge:R:1 method="wB97M-V/def2-TZVPD" fmax_ev_per_a=5.3 e_homo_ev=-10.32 spin_multiplicity=1 gap_ev=11.07 smiles="NC=O.O=CO" e_tot_ev=-9786.6113 relative_energy_ev=1.578
C 5.453 2.975 0.373 3.03 -3.26 -2.80 0.1322
N 5.776 3.375 -0.935 -1.78 0.10 -0.79 -0.5194
O 4.617 3.352 1.082 -2.35 1.91 2.12 -0.4150
H 6.096 2.074 0.573 -0.09 0.45 0.59 0.2596
H 5.768 2.561 -1.561 0.90 0.03 0.61 0.2816
H 4.969 3.870 -1.320 0.28 0.77 0.28 0.2609
O -4.645 -2.812 0.782 -2.46 1.48 -1.63 -0.4467
C -5.568 -2.802 -0.029 2.14 -1.48 1.68 0.2732
O -5.655 -3.946 -0.828 1.50 1.88 -1.71 -0.4492
H -6.374 -2.001 -0.188 1.04 -1.21 0.33 0.2798
H -4.741 -3.917 -1.306 -2.22 -0.68 1.32 0.3429